{"formula": "C4H12N2", "method": "ωB97M-V/def2-TZVPD", "symbols": ["C", "C", "C", "C", "N", "N", "H", "H", "H", "H", "H", "H", "H", "H", "H", "H", "H", "H"], "coordinates": [[-1.5181, -1.9384, 0.9383], [2.0203, 1.4274, -0.0830], [-0.4234, 1.6896, -0.3327], [-0.5292, -1.3892, -0.1533], [0.6758, -1.0476, 0.3472], [0.6765, 1.4069, 0.4679], [-2.5627, -1.3846, 0.8735], [-1.6577, -2.9491, 0.6031], [-1.0238, -1.8215, 1.8790], [2.6792, 1.0011, 0.6760], [2.0885, 0.8105, -0.9173], [2.1872, 2.4475, -0.5491], [-1.1268, 0.7048, -0.5687], [-1.1647, 2.2915, 0.0852], [-0.3143, 2.2140, -1.2782], [-0.5158, -1.9648, -1.0751], [-0.9971, -0.3816, -0.6897], [1.5060, -1.1165, -0.2229]], "forces_ev_per_a": [[-1.4, 2.0, -2.4], [-1.3, 1.5, 0.2], [0.5, -0.8, -1.0], [-1.0, 0.7, -0.4], [0.5, 0.7, 1.7], [-0.8, -0.9, 0.2], [2.1, -1.1, 0.4], [-0.3, -0.7, 0.6], [-0.1, -0.1, 0.6], [0.3, 0.9, -0.1], [0.2, -1.3, -1.8], [0.5, -0.8, 1.2], [1.1, 1.6, 0.2], [-1.2, 0.8, 1.8], [0.8, -0.5, -0.8], [0.0, -0.5, -0.2], [0.2, -1.5, 0.7], [-0.3, 0.1, -0.8]], "homo_energy_ev": [-8.680, -8.664], "total_charge": 0, "fmax_ev_per_a": 3.4, "homo_lumo_gap_ev": [8.6, 8.8]}